--- 1 ---
{
  "formula": "Cl3H2NP",
  "method": "ωB97M-V/def2-TZVPD",
  "elements": ["N", "P", "Cl", "Cl", "Cl", "H", "H"],
  "xyz": [[0.1543, -0.7687, 0.7444], [-0.1888, 0.5299, -0.2893], [0.3011, 0.2098, -2.1756], [-2.0802, 0.7814, -0.3436], [0.9747, 1.8825, 0.4392], [-0.2882, -1.7036, 0.6874], [1.1271, -0.9314, 0.9375]],
  "smiles": "[NH2+]=P(Cl)(Cl)Cl",
  "lumo_energy_ev": -4.8,
  "homo_energy_ev": -16.28,
  "charge": 1
}

--- 2 ---
{
  "formula": "Cl3H2NP",
  "method": "ωB97M-V/def2-TZVPD",
  "elements": ["N", "P", "Cl", "Cl", "Cl", "H", "H"],
  "xyz": [[-1.5485, -0.0531, -0.1632], [0.7992, -0.0843, -0.0260], [1.2841, -2.0193, 0.3150], [1.5023, 0.5376, -1.7865], [1.5327, 0.9999, 1.4787], [-1.6059, 0.9357, -0.4961], [-1.9639, -0.3165, 0.6781]],
  "lumo_energy_ev": -7.0,
  "homo_energy_ev": -15.75,
  "charge": 1
}

Which structure is the least stable? The one labeled 2.

--- 1 ---
{
  "formula": "C3H12N",
  "method": "ωB97M-V/def2-TZVPD",
  "elements": ["N", "H", "H", "H", "H", "C", "C", "C", "H", "H", "H", "H", "H", "H", "H", "H"],
  "xyz": [[-0.3136, 1.4437, -1.8889], [0.2786, 1.7307, -1.0047], [-0.3950, 0.5218, -2.2138], [-1.2504, 1.7765, -1.7347], [0.1491, 1.8188, -2.7485], [1.1147, -0.1990, 0.2923], [-0.2370, -0.9307, 0.3970], [-0.6759, -1.0142, 1.9134], [0.9491, 0.8172, 0.5146], [1.5645, -0.4076, -0.6643], [1.9773, -0.5886, 0.8681], [-0.2097, -1.9858, 0.1027], [-0.8659, -0.4090, -0.4349], [-1.6855, -1.3001, 1.9509], [0.0794, -1.4063, 2.4680], [-0.4796, 0.1326, 2.1826]],
  "lumo_energy_ev": -4.4,
  "homo_energy_ev": -14.55,
  "charge": 1
}

--- 2 ---
{
  "formula": "C3H12N",
  "method": "ωB97M-V/def2-TZVPD",
  "elements": ["N", "H", "H", "H", "H", "C", "C", "C", "H", "H", "H", "H", "H", "H", "H", "H"],
  "xyz": [[2.1428, 0.2431, 0.2816], [1.9683, 0.5931, 1.2263], [2.9835, 0.6916, -0.0928], [1.3360, 0.4965, -0.3061], [2.3040, -0.7654, 0.3119], [-0.9550, -1.0575, 0.7917], [-0.9996, -0.4799, -0.6233], [-0.9070, 1.0583, -0.6598], [-1.8470, -0.7400, 1.3365], [-0.9259, -2.1474, 0.8084], [-0.0919, -0.6817, 1.3605], [-0.2566, -0.9282, -1.2884], [-1.9638, -0.7621, -1.0638], [0.0015, 1.5089, -1.0724], [-1.1064, 1.5199, 0.3044], [-1.6828, 1.4508, -1.3146]],
  "lumo_energy_ev": -4.2,
  "homo_energy_ev": -15.40,
  "charge": 1
}

--- 3 ---
{
  "formula": "C3H12N",
  "method": "ωB97M-V/def2-TZVPD",
  "elements": ["C", "N", "C", "H", "H", "H", "H", "H", "H", "H", "H", "C", "H", "H", "H", "H"],
  "xyz": [[0.2697, 1.2694, 0.0560], [-1.0751, 1.5829, -0.4311], [-1.9644, 0.4096, -0.6410], [0.8660, 2.1801, 0.0716], [0.2116, 0.8311, 1.0634], [0.7605, 0.5529, -0.6119], [-1.0210, 2.1013, -1.3175], [-1.4910, 2.1755, 0.2760], [-1.5313, -0.2025, -1.4358], [-2.9135, 0.8811, -0.9620], [-2.0964, -0.0678, 0.3233], [2.0129, -2.3304, 0.7293], [3.1031, -2.2002, 0.7727], [1.7734, -3.1766, 0.0434], [1.5375, -1.3708, 0.3854], [1.5581, -2.6355, 1.6781]],
  "lumo_energy_ev": -3.8,
  "homo_energy_ev": -15.84,
  "charge": 1
}

Which structure is the least stable? The one labeled 1.

--- 1 ---
{
  "formula": "H2",
  "method": "ωB97M-V/def2-TZVPD",
  "elements": ["H", "H"],
  "xyz": [[-0.1706, -0.1917, 0.3621], [0.1706, 0.1917, -0.3621]],
  "lumo_energy_ev": 2.2,
  "homo_energy_ev": -13.67
}

--- 2 ---
{
  "formula": "H2",
  "method": "ωB97M-V/def2-TZVPD",
  "elements": ["H", "H"],
  "xyz": [[0.0000, 0.0000, 1.1299], [0.0000, 0.0000, -1.1299]],
  "lumo_energy_ev": -2.8,
  "homo_energy_ev": -10.02
}

Which structure is the least stable? The one labeled 2.